{"formula": "C19H26N4O5", "method": "ωB97M-V with the def2-TZVPD basis set", "species": ["C", "C", "C", "C", "N", "C", "N", "C", "N", "C", "C", "C", "O", "C", "C", "C", "O", "C", "C", "C", "O", "C", "C", "C", "O", "N", "C", "O", "H", "H", "H", "H", "H", "H", "H", "H", "H", "H", "H", "H", "H", "H", "H", "H", "H", "H", "H", "H", "H", "H", "H", "H", "H", "H"], "coordinates": [[5.87890, 1.39924, 0.64682], [4.51823, 1.48612, -0.03226], [3.44168, 1.97352, 0.93586], [2.09200, 2.16688, 0.24160], [1.58047, 0.93480, -0.33957], [1.08413, -0.07715, 0.44065], [1.10440, 0.08338, 1.79315], [0.62685, -1.24660, -0.12344], [0.03746, -2.24413, 0.69716], [0.75532, -3.49452, 0.87346], [2.00874, -3.31451, 1.72210], [-1.18962, -2.05800, 1.25767], [-1.67928, -2.83046, 2.05484], [-1.85402, -0.79556, 0.79100], [-2.25011, -0.72092, -0.54103], [-2.81738, 0.45178, -1.01584], [-3.21705, 0.65194, -2.29732], [-3.08138, -0.41083, -3.21456], [-2.98654, 1.54331, -0.15862], [-2.61222, 1.45198, 1.17055], [-2.72339, 2.46034, 2.07917], [-3.35848, 3.65322, 1.68253], [-2.04612, 0.26694, 1.65051], [0.67986, -1.45480, -1.54324], [0.28952, -2.42687, -2.15731], [1.23615, -0.37231, -2.23015], [1.65669, 0.82241, -1.72292], [2.06472, 1.71777, -2.42499], [5.84304, 0.71358, 1.49084], [6.63064, 1.04303, -0.05248], [6.18660, 2.37643, 1.01212], [4.57385, 2.16640, -0.88370], [4.24310, 0.50118, -0.41606], [3.74151, 2.93554, 1.35582], [3.34839, 1.26028, 1.75674], [1.34881, 2.58464, 0.92772], [2.21246, 2.85834, -0.59603], [1.02070, 1.01131, 2.17213], [0.61589, -0.63495, 2.30585], [0.06295, -4.18460, 1.35944], [1.01501, -3.88062, -0.11599], [1.74705, -2.98248, 2.72434], [2.67579, -2.58193, 1.27184], [2.53593, -4.26110, 1.80011], [-2.10382, -1.57798, -1.17707], [-3.43472, -0.02142, -4.16778], [-2.03943, -0.72871, -3.31446], [-3.69330, -1.26934, -2.92282], [-3.42013, 2.43661, -0.57595], [-2.79910, 4.16206, 0.89089], [-4.38125, 3.46742, 1.34240], [-3.38165, 4.28327, 2.57027], [-1.77637, 0.20344, 2.69281], [1.28855, -0.46074, -3.23915]], "total_energy_ha": -1334.90286, "smiles": "CCCCn1c(N)c(N(CC)C(=O)c2cc(OC)cc(OC)c2)c(=O)[nH]c1=O", "spin_multiplicity": 1, "e_above_lowest_kcal_mol": 0.00, "gap_ev": 8.8, "lumo_energy_ha": 0.0172, "total_charge": 0}

***

{"formula": "C16H44MgN7NaO13", "method": "ωB97M-V with the def2-TZVPD basis set", "species": ["Na", "Mg", "N", "O", "O", "O", "N", "O", "O", "O", "N", "O", "O", "O", "C", "C", "C", "O", "C", "N", "H", "H", "H", "H", "H", "H", "H", "H", "H", "H", "H", "C", "C", "C", "O", "C", "N", "H", "H", "H", "H", "H", "H", "H", "H", "H", "H", "H", "C", "C", "C", "O", "C", "N", "H", "H", "H", "H", "H", "H", "H", "H", "H", "H", "H", "C", "C", "C", "O", "C", "N", "H", "H", "H", "H", "H", "H", "H", "H", "H", "H", "H"], "coordinates": [[-5.06043, -4.61013, 0.14179], [-0.97177, -0.03872, -2.36852], [-3.48498, 0.15982, 1.79027], [-3.98493, 1.07337, 2.44422], [-2.75354, 0.41317, 0.85179], [-3.84113, -1.01375, 2.00666], [-5.34998, -1.38209, -4.08306], [-4.16134, -1.19854, -3.78914], [-6.02370, -2.00513, -3.34652], [-5.87471, -0.86318, -5.13309], [0.20950, -4.60281, -0.46937], [0.03919, -4.77223, 0.76739], [0.03574, -3.47994, -0.94252], [0.49004, -5.55628, -1.18386], [-0.55211, 3.60428, -6.33145], [-0.84618, 2.20525, -5.78084], [0.06453, 1.16389, -6.30438], [-0.06138, 0.04723, -5.47797], [0.69643, -0.99814, -6.03675], [-0.95920, 2.34403, -4.36777], [0.43010, 3.96291, -6.02364], [-1.32016, 4.25832, -5.91859], [-0.55735, 3.53405, -7.41917], [-1.83060, 1.87267, -6.11008], [1.06924, 1.57992, -6.22980], [-0.16264, 0.89395, -7.33571], [0.58370, -1.30035, -7.07792], [0.35065, -1.83193, -5.42574], [1.77488, -0.86255, -5.95499], [-0.17515, 2.82882, -3.95506], [-1.67854, 3.03150, -4.19441], [-0.57352, 6.97081, 1.99999], [0.09372, 5.97718, 1.07801], [1.24052, 6.62217, 0.26718], [1.48295, 5.73796, -0.84514], [2.43964, 6.19737, -1.75443], [0.47579, 4.76352, 1.76507], [-1.35988, 6.51815, 2.60400], [-1.19073, 7.71573, 1.49773], [0.12378, 7.51640, 2.63575], [-0.55305, 5.56947, 0.30113], [2.11234, 6.89100, 0.86364], [0.99552, 7.56818, -0.21567], [3.39844, 6.44211, -1.29737], [2.09659, 7.04124, -2.35302], [2.79508, 5.42728, -2.43907], [0.32596, 5.06884, 2.71608], [-0.34220, 4.17459, 1.70066], [4.80491, -0.12692, -1.61061], [4.14091, 0.41760, -0.38705], [5.13275, 1.27569, 0.51223], [5.30497, 2.54645, -0.09490], [6.38810, 3.37868, 0.23728], [2.90470, 1.19386, -0.70454], [4.60985, 0.60900, -2.39067], [4.45893, -1.11095, -1.92699], [5.87558, -0.24808, -1.44603], [3.78112, -0.41733, 0.21424], [6.11593, 0.80634, 0.54637], [4.86836, 1.30215, 1.56936], [6.99537, 3.05065, 1.08092], [6.05898, 4.38742, 0.48671], [7.11064, 3.42739, -0.57739], [3.28893, 2.10756, -0.89851], [2.58690, 1.50564, 0.20205], [-4.23438, -8.68813, 5.17744], [-4.03835, -7.29735, 5.73606], [-2.83859, -7.12736, 6.66753], [-3.06857, -7.92659, 7.89025], [-1.98938, -7.91057, 8.86558], [-3.84409, -6.47201, 4.53314], [-4.23501, -9.52923, 5.87074], [-3.30624, -8.91124, 4.65126], [-5.19440, -8.77764, 4.66907], [-4.92626, -6.88355, 6.21404], [-2.62155, -6.11036, 6.99421], [-1.90810, -7.53968, 6.27730], [-1.71798, -6.87541, 9.07268], [-1.10372, -8.31441, 8.37504], [-2.23646, -8.38372, 9.81594], [-2.88861, -6.48037, 4.20589], [-3.93035, -5.53694, 4.90501]], "total_energy_ha": -2359.08782, "spin_multiplicity": 1, "gap_ev": 2.9, "lumo_energy_ha": -0.1746, "total_charge": 0}

***

{"formula": "C12H11BeNO4", "method": "ωB97M-V with the def2-TZVPD basis set", "species": ["Be", "C", "O", "C", "O", "C", "O", "C", "O", "C", "H", "H", "C", "H", "H", "C", "C", "C", "C", "N", "C", "C", "H", "H", "H", "H", "H", "H", "H"], "coordinates": [[0.01294, 2.23247, -0.07499], [0.05128, 2.31741, 1.59271], [0.05297, 2.18095, 2.73571], [0.00040, 3.81549, -0.68077], [-0.00446, 4.89628, -1.09893], [-1.54897, 2.01847, -0.57056], [-2.68337, 2.03432, -0.81296], [1.53070, 2.01845, -0.68310], [2.64412, 2.02746, -1.00745], [-0.00680, 0.11518, -4.96213], [0.92311, -0.44866, -4.86914], [-0.93430, -0.44838, -4.84650], [-0.00999, 1.41793, -5.26961], [-0.94058, 1.96799, -5.41889], [0.91752, 1.96675, -5.44118], [-0.01632, -3.41166, 3.68072], [-0.00446, -2.37966, 2.58085], [1.19820, -1.82921, 2.13131], [1.16287, -0.77825, 1.20866], [0.01320, -0.30224, 0.74355], [-1.14109, -0.90934, 1.03439], [-1.19242, -1.94713, 1.98417], [0.54768, -4.31285, 3.40891], [0.43672, -3.02979, 4.60497], [-1.03867, -3.72101, 3.92522], [2.15019, -2.18778, 2.50895], [2.09047, -0.33493, 0.83763], [-2.05004, -0.58584, 0.50825], [-2.16091, -2.38238, 2.25023]], "total_energy_ha": -833.61289, "spin_multiplicity": 1, "gap_ev": 4.9, "lumo_energy_ha": -0.3775, "total_charge": 2}

***

{"formula": "C26H29N5O5", "method": "ωB97M-V with the def2-TZVPD basis set", "species": ["C", "C", "O", "C", "O", "C", "C", "C", "C", "N", "C", "O", "C", "C", "C", "N", "C", "N", "C", "C", "C", "C", "O", "N", "N", "C", "C", "C", "C", "C", "O", "C", "C", "C", "C", "C", "H", "H", "H", "H", "H", "H", "H", "H", "H", "H", "H", "H", "H", "H", "H", "H", "H", "H", "H", "H", "H", "H", "H", "H", "H", "H", "H", "H", "H"], "coordinates": [[6.82045, -5.57751, -3.82916], [6.43154, -5.73991, -2.37190], [5.25820, -4.96498, -2.12924], [4.77931, -4.99948, -0.87728], [5.29323, -5.64391, 0.00607], [3.56551, -4.17053, -0.70891], [2.96699, -4.11070, 0.54799], [1.83158, -3.35680, 0.75788], [1.27215, -2.64230, -0.30049], [0.11634, -1.87515, -0.16978], [-0.60354, -1.58765, 0.96067], [-0.31272, -1.95899, 2.07585], [-1.78423, -0.71885, 0.69602], [-2.75488, -1.00458, -0.18778], [-2.81127, -2.22725, -1.05173], [-3.83907, -0.15396, -0.34473], [-4.03566, 0.84408, 0.56236], [-5.08424, 1.62644, 0.70840], [-4.73252, 2.41573, 1.75461], [-5.60266, 3.50494, 2.26569], [-5.28751, 4.85370, 1.60131], [-3.97986, 5.49036, 2.09016], [-2.81795, 4.86852, 1.60640], [-3.53984, 2.14373, 2.24222], [-3.09486, 1.13019, 1.47684], [-1.79452, 0.52794, 1.56459], [-0.70538, 1.47260, 1.08789], [-0.95817, 2.43235, 0.12194], [0.04129, 3.28295, -0.31780], [1.32674, 3.16714, 0.19779], [2.38268, 3.94695, -0.15745], [2.16034, 5.01153, -1.05098], [1.58971, 2.18166, 1.15226], [0.58411, 1.35205, 1.59547], [1.87211, -2.69934, -1.56088], [3.00657, -3.45354, -1.76502], [6.01548, -5.92305, -4.47246], [7.71447, -6.15880, -4.03512], [7.01748, -4.53168, -4.04954], [6.22020, -6.78759, -2.12855], [7.22867, -5.39312, -1.70431], [3.41179, -4.66997, 1.35674], [1.37451, -3.31171, 1.73172], [-0.18143, -1.41046, -1.01666], [-2.07012, -2.96035, -0.75059], [-3.79698, -2.68485, -0.97541], [-2.64725, -1.96219, -2.09666], [-4.62732, -0.43383, -0.90564], [-6.63616, 3.23313, 2.04816], [-5.46990, 3.58936, 3.34577], [-5.23681, 4.72045, 0.51920], [-6.10087, 5.54695, 1.82321], [-3.92825, 6.52226, 1.72889], [-3.97659, 5.51061, 3.19022], [-2.79403, 3.96413, 1.95686], [-1.59469, 0.24907, 2.60827], [-1.94974, 2.54376, -0.29172], [-0.20239, 4.03299, -1.05226], [1.84996, 4.65102, -2.03738], [1.40962, 5.70785, -0.66499], [3.11657, 5.52447, -1.14158], [2.59177, 2.09876, 1.54161], [0.79638, 0.60275, 2.34334], [1.43898, -2.14299, -2.38093], [3.46665, -3.49441, -2.73950]], "total_energy_ha": -1658.20118, "smiles": "CCOC(=O)c1ccc(NC(=O)C2=C(C)Nc3nc(CCCO)nn3[C@@H]2c2ccc(OC)cc2)cc1", "spin_multiplicity": 1, "e_above_lowest_kcal_mol": 65.31, "gap_ev": 8.7, "lumo_energy_ha": 0.0132, "total_charge": 0}

***

{"formula": "C4H7NO", "method": "ωB97M-V with the def2-TZVPD basis set", "species": ["C", "N", "C", "C", "C", "O", "H", "H", "H", "H", "H", "H", "H"], "coordinates": [[2.04167, 0.17544, -0.57102], [0.71873, -0.23625, -0.98657], [-1.80389, 1.29453, 0.99601], [-0.10493, -0.61416, -0.10125], [-1.42514, -1.17119, -0.53558], [-2.08466, -1.89352, 0.17166], [2.34907, 1.04917, -1.15309], [2.74119, -0.63339, -0.81254], [2.12246, 0.39960, 0.50351], [-1.85155, 1.01625, 2.07473], [-1.11644, 2.16950, 1.00757], [0.11819, -0.64555, 0.98022], [-1.70469, -0.91043, -1.57363]], "total_energy_ha": -286.39243, "spin_multiplicity": 1, "e_above_lowest_kcal_mol": 150.11, "gap_ev": [8.5, 8.5], "lumo_energy_ha": [-0.0515, -0.0487], "total_charge": 0}

***

{"formula": "C10H15ClN2S", "method": "ωB97M-V with the def2-TZVPD basis set", "species": ["C", "C", "C", "C", "C", "N", "C", "C", "C", "N", "C", "Cl", "S", "C", "H", "H", "H", "H", "H", "H", "H", "H", "H", "H", "H", "H", "H", "H", "H"], "coordinates": [[2.93684, 0.74982, -1.18278], [1.69265, -0.12694, -1.27236], [0.69562, 0.41645, -2.29493], [-0.54898, -0.46366, -2.31336], [-1.14511, -0.55851, -0.91183], [-0.15155, -1.10110, -0.00595], [-0.68272, -1.51554, 1.27832], [-1.22767, -0.39719, 2.11430], [-2.47670, 0.14566, 2.08785], [-2.68392, 1.21548, 2.89135], [-1.62407, 1.52639, 3.54096], [-1.52777, 2.81393, 4.63178], [-0.23280, 0.50577, 3.21853], [1.00129, -0.22560, 0.08887], [3.42778, 0.81185, -2.15103], [3.64331, 0.34190, -0.46369], [2.67076, 1.75698, -0.86835], [1.98449, -1.13773, -1.57440], [1.15161, 0.44564, -3.28623], [0.41806, 1.43776, -2.02163], [-0.27919, -1.46653, -2.64788], [-1.29451, -0.05903, -2.99977], [-2.00692, -1.23066, -0.91940], [-1.49135, 0.44079, -0.59230], [0.11978, -2.02167, 1.82171], [-1.48393, -2.23640, 1.08904], [-3.29945, -0.21326, 1.49703], [1.69192, -0.64480, 0.82519], [0.72253, 0.79021, 0.42097]], "total_energy_ha": -1357.93883, "smiles": "C[C@@H]1CCCN(Cc2cnc(Cl)s2)C1", "spin_multiplicity": 1, "e_above_lowest_kcal_mol": 0.00, "gap_ev": 9.3, "lumo_energy_ha": 0.0230, "total_charge": 0}

***

no.,M (g/mol)
1,390.44
2,589.86
3,242.24
4,491.55
5,85.11
6,230.76